204
Properties=species:S:1:pos:R:3:forces:R:3:mulliken_spin:R:1 method="wB97M-V/def2-TZVPD" total_charge=-1 spin_multiplicity=2 s2=0.75 mol_weight_da=1077.62 homo_lumo_gap_ev="2.03 / 9.06"
O 7.28726 16.85044 -5.12251 0.975 1.100 0.282 -0.32
N 11.97612 17.26864 -8.42643 0.031 0.016 0.530 0.01
H 13.12482 19.75479 -1.99982 -0.353 -0.283 0.158 0.02
H 11.02985 19.09246 -1.31712 -0.185 -0.158 -0.222 0.04
C 14.57030 24.41077 -3.27788 0.193 -0.370 0.812 0.00
H 16.93234 20.26543 1.47768 -0.074 -0.095 0.723 0.00
C 12.31014 20.04982 0.07794 -0.109 -0.541 -2.207 -0.03
H 6.17484 18.74573 -3.36928 -0.181 -0.116 -0.278 0.05
C 8.01170 26.54109 -2.59964 0.834 -1.863 -1.443 0.00
O 11.66545 23.00980 -5.00165 -0.337 0.627 -1.352 0.00
H 14.02799 22.29076 -3.14459 -0.094 -0.015 0.078 0.00
H 10.55955 22.91141 -3.26284 -0.442 0.005 0.086 -0.01
C 10.87373 23.90542 -5.87408 1.399 0.304 0.844 0.00
H 17.70646 17.85949 2.55145 0.204 -0.057 -0.617 0.00
H 12.11454 18.18903 -8.03422 -0.400 0.642 -0.140 0.00
C 14.30042 24.19180 1.58519 -0.212 -0.992 0.669 0.00
H 6.79553 22.57213 -3.71991 0.410 0.084 -0.632 -0.01
H 10.13594 16.99170 2.27540 -0.124 0.044 -0.372 0.01
H 4.43099 23.32855 -1.97261 -0.183 0.036 -0.229 0.00
H 16.17372 16.16240 2.64126 -0.207 -0.479 -0.320 -0.01
H 12.82250 21.45238 -1.58572 -0.093 -0.006 0.231 -0.01
H 6.58727 21.49636 0.82734 0.315 -0.384 -0.219 0.01
N 9.20796 20.45462 -7.35951 0.292 -0.490 0.098 0.00
H 9.71459 20.80570 2.15029 0.306 -0.543 -0.317 0.01
H 7.65047 26.18707 -0.55447 -0.067 0.075 0.462 0.00
H 10.32984 25.28664 -8.22139 -0.060 0.051 -0.107 0.00
C 5.29332 27.48626 -0.31936 -0.653 -0.614 -1.334 0.00
H 14.15976 20.54481 -0.84210 0.219 0.293 -0.228 -0.01
C 7.23501 20.03775 -5.97035 -0.521 -0.076 -0.230 0.04
C 13.24236 21.45941 4.83448 -0.472 0.839 -0.205 0.00
H 6.95771 24.65382 -2.71462 0.052 -0.324 0.237 0.00
H 9.82521 26.70197 -3.53521 0.059 -0.193 -0.187 0.00
H 6.39776 18.90381 2.55033 -0.288 -0.278 -0.079 0.00
H 7.70423 16.86427 1.06672 -0.414 -0.020 0.249 -0.06
H 15.33172 24.01399 1.28040 0.231 -0.219 0.184 0.00
H 14.54519 25.67487 -1.58640 -0.395 -0.064 0.362 0.00
C 13.12846 20.48405 -1.18971 0.434 0.119 1.518 0.15
H 4.31215 16.55386 -3.82094 -0.427 -0.088 -0.156 -0.04
C 14.81795 17.18324 -3.32944 -0.149 -1.030 0.237 0.08
H 8.26493 20.71629 5.23879 -0.208 0.467 -0.063 0.00
H 14.67485 15.64255 -4.38930 -0.202 -0.437 -0.526 0.01
H 15.40046 24.96729 -3.71286 0.032 0.007 -0.313 0.00
H 15.60339 24.30154 -1.36051 0.062 -0.068 -0.038 0.00
C 16.62948 19.25199 1.21439 0.600 -0.501 -0.230 0.00
H 11.94023 23.40483 -8.29244 -0.025 -0.455 -0.137 0.00
H 8.35009 19.19028 4.94553 -0.154 -0.548 0.449 0.00
C 6.39959 16.62070 -4.03144 -0.569 0.464 -0.145 0.47
H 14.66278 18.26174 -3.35869 -0.474 -0.130 -0.276 0.01
C 15.91448 16.88962 1.87182 0.410 0.309 0.602 -0.01
H 10.00087 17.19879 -7.86756 -0.109 -0.290 -0.116 -0.02
H 9.32161 22.60122 1.24337 -0.166 -0.134 -0.180 -0.01
O 7.37275 21.31342 -5.35733 -0.253 1.292 0.531 -0.01
H 13.49266 19.38682 2.36546 0.750 -0.439 -0.030 0.00
H 12.61634 24.74162 -2.98057 -0.267 0.106 0.384 0.00
H 14.67787 17.11461 -1.25394 0.448 -0.486 0.420 0.08
C 10.90672 19.70379 -0.42313 0.033 0.003 -0.022 0.06
O 5.95154 26.99040 -1.48197 -0.085 -0.401 0.121 0.00
H 10.36232 16.21713 -5.55743 -0.143 0.134 0.220 0.11
C 14.16804 16.56033 -2.04194 1.544 2.531 -1.583 0.55
C 5.53193 22.61423 -0.59984 1.484 -0.104 -0.993 -0.01
C 14.73334 22.93176 -3.67344 0.931 0.044 -0.183 0.00
H 10.44217 25.74716 -0.41347 -0.120 0.585 -0.092 0.00
H 12.84687 16.85639 -8.12322 0.385 -0.645 -0.168 0.00
N 9.46876 26.77054 -2.59269 -0.711 1.406 0.816 0.00
H 10.22160 21.65939 -4.53882 -0.151 -0.404 0.573 0.00
H 7.35389 20.97402 2.91578 0.209 0.315 0.247 0.00
H 11.05081 19.58726 -4.44683 -0.697 0.014 0.296 0.03
C 6.62058 21.58218 -4.14122 0.129 -1.156 -0.835 0.01
O 11.11768 23.45700 -0.65931 0.855 0.902 -0.895 -0.01
C 7.34877 26.90833 -1.31398 0.152 0.712 0.043 0.00
H 12.72488 22.41686 4.89456 0.341 0.263 0.400 0.00
H 12.25333 18.47151 -4.19964 0.070 -0.890 0.491 -0.14
H 10.51481 17.95037 -3.84440 0.131 -0.056 0.155 -0.15
H 14.22531 25.25345 1.82048 -0.340 -0.218 0.321 0.00
C 7.48712 18.88030 2.52150 0.252 1.352 1.016 -0.12
H 10.18367 23.38385 -6.53732 -0.021 -0.452 0.056 0.00
H 9.87393 21.27601 3.75735 -0.467 0.155 0.463 0.00
H 17.36664 18.98566 0.45691 -0.127 -0.231 -0.402 0.00
H 12.12158 16.45384 -5.84406 0.064 -0.474 0.145 0.00
H 9.04518 20.03547 -2.24886 0.108 -0.181 -0.089 0.13
O 9.44774 15.50497 4.14675 0.958 -0.568 -0.188 -0.12
C 5.17163 23.73994 0.31069 0.320 0.048 0.458 0.00
H 9.88950 14.66020 -7.72568 0.224 -0.052 0.823 -0.01
H 12.94016 24.47984 -4.48821 0.123 0.015 -0.150 0.00
C 10.95857 25.49536 0.51283 -0.033 0.340 -1.387 0.00
H 9.52799 27.75157 -2.35990 0.804 0.417 0.089 0.00
H 12.38274 18.59191 1.46805 -0.321 -0.383 0.101 0.13
H 6.69511 17.92527 -0.03250 -0.503 -0.396 0.341 -0.04
H 7.83492 17.99296 3.05043 0.131 -0.312 -0.006 0.08
H 11.37543 23.60535 1.37507 0.407 -0.247 0.172 0.00
C 7.94816 20.15702 3.32498 2.694 -0.397 -1.118 0.00
H 16.22530 16.57653 0.87509 0.451 -0.173 0.098 0.03
H 8.75871 24.53906 -2.33697 -0.313 -0.110 0.443 0.00
H 12.66168 20.77058 5.44803 -0.219 -0.312 -0.338 0.00
H 8.67021 21.71265 -1.93693 0.420 0.268 0.166 0.01
C 13.27780 21.08256 3.35549 0.136 -0.245 0.776 -0.01
H 10.19786 19.62006 3.41893 -0.365 -0.407 -0.238 0.01
H 12.99107 19.10236 3.84731 -0.103 0.065 0.274 0.00
C 10.65151 15.24503 3.38426 0.251 1.252 -1.071 0.72
H 6.01413 23.87577 0.98881 -0.135 0.081 0.359 0.00
H 12.20513 20.87223 0.78555 0.339 -0.061 0.138 -0.01
N 12.96083 18.85381 0.68236 -0.694 1.129 -0.436 0.24
H 12.87865 18.09017 0.02646 0.053 -0.311 -0.439 -0.04
C 10.97984 22.22974 -4.00228 0.117 1.374 -0.953 0.02
C 10.75387 24.00656 0.57458 0.252 -0.161 1.374 0.00
O 10.21043 20.91715 -0.75076 -0.850 -0.224 -0.192 0.05
H 10.53607 14.51181 2.58604 -0.561 -0.114 -0.004 -0.21
H 8.31992 17.55314 -0.36414 0.658 0.611 0.097 0.16
H 6.87963 20.86975 -3.35801 0.093 -0.202 0.054 0.01
C 10.80174 15.16268 -8.04729 -0.811 0.708 -0.921 0.06
H 4.26133 27.57064 -0.65992 -0.126 0.216 0.261 0.00
C 7.64227 18.71290 -8.16923 -0.577 1.085 0.753 0.00
H 5.65152 28.47905 -0.04705 0.228 -0.109 0.340 0.00
H 12.26228 16.32951 -2.25678 -0.741 -0.443 -0.171 0.93
H 5.99673 20.43329 -0.53930 0.369 0.401 -0.241 0.00
H 13.67450 23.93008 0.73206 -0.167 0.155 0.072 0.00
H 11.70880 14.59412 -7.84219 -0.130 -0.024 0.163 0.00
H 5.29520 26.72923 0.46487 0.359 0.329 0.420 0.00
C 5.81282 21.30864 0.08364 -1.017 -0.019 1.027 -0.01
C 8.95084 20.77621 -1.45482 0.538 -0.376 0.112 -0.09
H 15.64771 19.31398 0.74495 -0.107 -0.142 0.067 0.00
H 8.74211 15.07220 3.66053 -0.270 0.011 0.037 0.02
N 13.65819 19.65276 3.32565 0.402 1.107 -0.900 0.01
O 11.07663 18.19692 -5.84478 -0.786 -1.067 -0.380 0.03
C 11.09571 25.76775 -7.61306 0.238 0.192 0.192 0.00
H 16.11112 22.15226 -1.35181 -0.821 0.456 -0.181 0.00
H 10.41478 19.08637 0.32846 -0.594 0.260 0.141 -0.02
O 11.54779 17.49079 3.65445 0.247 0.450 0.296 -0.03
N 12.60198 23.85962 -7.67978 -0.112 0.374 0.577 0.00
C 16.68427 18.15758 2.31825 -0.636 1.306 0.033 0.00
H 17.50606 21.87328 -2.23008 0.189 -0.428 -0.244 0.00
H 14.82917 16.93838 1.78332 -0.054 0.581 0.376 0.03
H 4.25453 23.51388 0.85468 -0.035 0.222 0.085 0.00
H 9.31003 21.30076 -6.81754 -0.366 0.522 -0.122 0.00
H 7.34795 16.07892 -5.69055 -0.143 -0.219 0.208 0.11
C 11.85035 24.74367 -6.78807 -0.511 -0.517 0.119 0.00
C 14.17696 22.00740 2.46690 0.554 -1.872 1.248 0.00
H 11.73615 21.65634 -3.46627 -0.136 -0.312 -0.409 0.00
H 14.21989 21.48134 5.31619 0.167 0.264 -0.323 0.00
O 13.91706 23.35148 2.72774 -0.022 1.443 -1.329 0.00
H 12.92428 23.19609 -6.98989 0.470 -0.901 -0.540 0.00
H 11.83229 26.25456 -8.25225 -0.132 -0.063 -0.228 0.00
N 13.29471 24.98443 -3.68835 0.062 -0.106 -0.301 0.00
H 7.48152 17.86965 -2.62235 0.073 -0.015 0.160 0.05
H 14.09305 21.67774 1.43135 -0.473 0.405 -0.394 0.00
O 16.30467 18.70229 3.58649 0.656 -0.856 -0.236 0.00
C 11.20105 18.50823 -4.48155 0.773 1.220 -0.567 -0.09
N 7.76715 19.99006 4.74391 -0.890 -0.748 0.560 0.00
H 9.64964 19.79946 -6.73040 0.592 -0.685 -0.104 0.00
C 11.05380 16.58991 2.70458 -0.629 -1.707 0.071 -0.46
H 10.29241 24.58415 -5.24999 -0.133 0.074 0.242 0.00
H 10.81195 17.56163 4.26691 0.025 0.215 0.482 -0.01
H 14.56505 22.84092 -4.74653 -0.234 -0.058 -0.041 0.00
H 13.86866 23.98851 -1.30245 -0.199 0.317 0.136 0.00
H 8.11768 20.49140 -0.81231 0.333 -0.139 0.318 0.00
H 8.18739 17.94283 -7.62339 -0.150 -0.033 -0.101 0.00
C 16.42579 21.75753 -2.31788 0.812 0.222 0.074 0.00
O 7.96464 18.92617 1.19934 0.788 0.308 0.336 -1.08
H 7.64733 27.92890 -1.07440 0.593 0.113 0.548 0.00
C 7.65142 17.77364 0.46808 -0.328 -0.396 -0.648 1.21
H 7.97365 18.76951 -9.20609 0.334 0.206 0.198 0.00
H 15.89415 17.05804 -3.21021 0.336 -0.113 -0.163 0.03
H 12.28166 21.18874 2.92594 -0.438 0.205 0.173 0.01
H 16.16287 20.69977 -2.32884 -0.092 -0.122 -0.252 0.00
C 9.52378 20.43583 3.15770 -1.273 0.782 -1.204 -0.02
H 4.83710 17.39668 -5.29348 0.078 0.094 0.089 0.02
H 12.64281 25.24851 -6.23558 -0.426 0.142 0.502 0.00
H 5.10508 24.66623 -0.25998 -0.307 0.033 -0.043 0.00
C 5.02348 16.53934 -4.64670 -0.648 -0.113 0.700 0.03
H 4.92811 21.03957 0.66068 -0.248 -0.080 0.180 0.00
H 8.80252 23.68066 -0.04345 -0.740 0.445 0.314 0.00
H 10.61750 15.17647 -9.12152 0.533 -0.056 -0.285 0.00
C 6.44635 17.77659 -2.95075 0.991 -0.719 -1.244 -0.21
H 10.78750 22.56255 -0.77131 -0.155 -0.693 0.361 0.00
H 7.78533 19.31760 -5.36483 -0.059 -0.392 -0.126 0.01
H 5.54985 21.48453 -4.32040 -0.127 -0.020 -0.107 0.00
H 7.38121 20.90711 -7.96913 -0.906 -0.242 -0.011 0.00
H 15.21532 21.77241 2.70076 0.408 0.017 0.264 0.00
H 6.19176 19.73640 -6.06475 -0.402 -0.040 0.487 0.00
C 7.96234 25.03963 -2.88773 -0.828 0.074 -0.499 0.00
C 14.63859 24.60411 -1.76759 0.755 -0.117 -0.379 0.00
H 6.44893 22.90619 -1.11168 0.632 0.150 0.116 0.00
H 10.55983 26.11972 1.31238 0.006 -0.440 0.245 0.00
H 4.86244 15.63423 -5.23231 0.105 -0.092 -0.002 -0.01
O 12.85525 17.01382 -1.93787 -0.536 -0.477 0.413 -1.62
C 9.33641 23.63755 0.90587 0.251 -0.638 0.288 0.00
H 7.52368 27.09330 -3.40275 -0.247 0.105 -0.096 0.00
C 11.11549 16.77435 -6.11451 0.481 1.203 -0.847 0.19
O 14.38506 16.53874 -4.57492 0.453 0.829 1.503 -0.08
H 6.69063 15.66141 -3.60346 -0.165 0.056 0.539 -0.05
O 16.09027 22.44660 -3.50916 -0.778 0.376 0.527 0.00
H 14.42061 15.50024 -2.01916 -0.674 -0.170 0.311 0.15
H 8.18695 24.82943 -3.93342 -0.030 0.149 -0.205 0.00
C 10.90538 16.63753 -7.63316 0.388 -0.429 0.602 -0.09
H 5.82269 17.61123 -2.07222 -0.086 -0.423 -0.238 -0.02
H 9.00200 24.22600 1.76027 -0.549 0.262 -0.371 0.00
H 11.76666 16.42112 1.89745 0.232 0.078 0.150 0.02
O 4.60476 22.44895 -1.62951 -1.207 -0.396 -0.558 0.00
H 10.64403 26.56024 -7.01636 -0.159 -0.132 0.150 0.00
H 12.00088 25.75337 0.32542 0.106 -0.050 0.185 0.00
C 7.78158 20.06413 -7.40594 1.580 0.558 0.039 0.00
H 11.48063 14.85621 3.97543 -0.225 0.261 0.548 0.04
H 6.58082 18.46885 -8.21244 -0.069 -0.312 0.148 0.00
H 15.42876 19.08957 3.52019 -0.982 0.293 -0.038 0.00